[1]
Below is 2 unconnected molecules or ions with the total composition C9H16Si2 in a non-equilibrium geometry, with properties calculated with ωB97M-V/def2-TZVPD.

Structure (XYZ):
```
27
Properties=species:S:1:pos:R:3:lowdin_spin:R:1
C -3.34428 0.75233 -1.31668 0.033
C -2.71268 2.01220 -1.20602 -0.006
C -2.68731 -0.41061 -1.21253 -0.003
C -1.34442 2.06142 -1.00437 0.031
C -1.30250 -0.37033 -0.87045 0.054
C -0.64497 0.83484 -0.66621 0.082
C 2.26636 0.09901 -3.21148 0.864
C 2.49807 -2.00733 1.94944 0.005
C -0.13143 -0.69393 2.92126 0.021
Si 1.09493 0.73350 -0.04848 0.575
Si 1.51507 -0.35425 1.98141 0.110
H -4.44607 0.74205 -1.38512 0.002
H -3.31081 2.94214 -1.28815 -0.001
H -3.32896 -1.30641 -0.98183 -0.001
H -0.90685 3.08539 -0.82797 0.001
H -0.74720 -1.21004 -0.70859 0.007
H 1.07458 0.11323 -3.07929 0.045
H 2.85177 0.92626 -3.60638 0.057
H 2.75114 -0.82591 -3.03147 0.063
H 1.89257 -2.93484 2.11088 0.000
H 3.11769 -2.21219 1.05812 0.001
H 3.25186 -1.96944 2.78104 0.000
H -0.07108 -0.89638 4.03055 0.003
H -1.03160 -0.01903 2.66054 0.001
H -0.41876 -1.64404 2.31681 0.000
H 1.82998 2.11088 -0.15729 0.046
H 2.28489 0.44145 2.79226 0.011
```

Electronic energy in eV: -25342.81814
Highest occupied orbital energy (spin up / spin down) in eV: -6.67 / -9.51
<S²>: 2.0098
Spin multiplicity: 3
Strongest force on any atom in eV Å⁻¹: 3.2

[2]
Below is C2H4N4O in the gas phase, with properties calculated with ωB97M-V/def2-TZVPD.

Structure (XYZ):
```
11
Properties=species:S:1:pos:R:3:lowdin_charge:R:1
N -2.06869 -0.67277 0.42554 0.113
C -0.81179 -0.13008 0.24747 -0.501
N -0.44519 1.01102 0.79168 0.078
N 0.87037 1.08676 0.40165 0.059
C 1.17666 0.01757 -0.33594 -0.480
O 2.40279 -0.14965 -0.83815 0.110
N 0.14978 -0.78793 -0.47209 0.169
H -2.75185 0.00430 0.73482 0.087
H -2.38340 -1.22144 -0.36173 0.086
H 1.45586 1.85429 0.68499 0.156
H 2.40545 -1.01207 -1.27824 0.124
```

Electronic energy in eV: -10146.99062
Highest occupied orbital energy in eV: -8.52
Strongest force on any atom in eV Å⁻¹: 0.3

[3]
Below is a molecular structure, C31H32FeN2Si in a non-equilibrium geometry, with properties calculated with ωB97M-V/def2-TZVPD.

Structure (XYZ):
```
67
Properties=species:S:1:pos:R:3:lowdin_spin:R:1
C -2.92093 -1.06088 -1.11532 -0.053
C -2.81167 0.11580 -3.21728 0.041
H -3.29797 -1.98411 -1.61480 0.006
H -3.72471 -0.33307 -0.81661 0.007
H -1.98389 -1.02062 -0.54401 0.009
H -1.86043 0.00937 -3.74390 0.013
H -3.59010 -0.67684 -3.51720 0.015
H -3.25963 1.04285 -2.84759 0.020
C -0.46213 -3.21345 -1.52176 0.034
C 0.40432 -4.27742 -1.54421 0.088
C 1.64453 -4.17730 -2.19939 0.074
C 1.94794 -2.94166 -2.78498 0.025
H -1.42363 -3.26678 -1.00752 0.000
H 0.13516 -5.20506 -1.02557 0.005
H 2.34480 -4.99717 -2.23879 0.004
H 2.91111 -2.80018 -3.29779 0.001
N -0.19341 -2.02216 -2.13425 0.189
C 1.06340 -1.87583 -2.70354 0.113
C 1.42828 -0.52288 -3.10990 0.115
N 0.44605 0.43485 -2.96134 0.158
C 0.74593 1.70872 -3.31870 0.024
C 3.03805 1.15737 -3.84248 0.075
C 1.99894 2.11524 -3.73460 0.090
H -0.07944 2.42945 -3.22131 0.000
H 2.18710 3.15890 -3.96782 0.005
C 2.71677 -0.17186 -3.53815 0.025
H 3.48296 -0.95356 -3.61241 0.000
H 4.02844 1.43354 -4.15001 0.004
Fe -1.54063 -0.35908 -2.08717 2.865
C -0.88239 1.65952 -0.32901 0.026
H -0.32097 1.18859 -1.15734 0.007
H -0.63683 2.73468 -0.33984 0.002
H -1.97254 1.58233 -0.46492 0.005
C 3.23817 3.46813 3.05103 0.000
C 3.14525 3.14305 1.69198 0.000
C 2.00122 2.51518 1.19533 0.000
C 0.95106 2.14862 2.06225 0.001
C 1.03207 2.49922 3.41384 0.000
C 2.16309 3.16209 3.90723 0.000
Si -0.39249 1.03954 1.36747 0.002
C 0.43348 -0.64229 1.31158 -0.001
C 1.60785 -0.78211 0.53656 0.002
C 2.31801 -1.95964 0.55078 0.001
C 1.90937 -3.04713 1.31487 0.002
C 0.72969 -2.92406 2.09102 0.000
C 0.03584 -1.71844 2.10652 0.000
C -1.99041 0.93270 2.33071 0.000
C -2.84616 -0.16982 2.14840 -0.001
C -4.13655 -0.16272 2.70713 0.000
C -4.56612 0.92932 3.45464 0.000
C -3.71952 2.02161 3.65061 0.000
C -2.43290 2.02732 3.08847 0.000
H 4.12830 3.95301 3.43904 0.000
H 3.97097 3.37421 1.01330 0.000
H 1.93332 2.29453 0.12464 0.000
H 0.21130 2.24219 4.09334 0.000
H 2.21836 3.43615 4.95803 0.000
H 1.97106 0.07221 -0.05102 0.000
H 3.23985 -2.04548 -0.06339 0.000
H 2.46430 -3.97684 1.31723 0.000
H 0.38460 -3.77234 2.67489 0.000
H -0.84150 -1.61677 2.76452 0.000
H -2.52559 -1.03375 1.56310 -0.001
H -4.79045 -1.02334 2.54301 0.000
H -5.57594 0.93168 3.89035 0.000
H -4.05345 2.88122 4.23386 0.000
H -1.77851 2.89150 3.22818 0.000
```

Electronic energy in eV: -77907.73160
Highest occupied orbital energy (spin up / spin down) in eV: -4.72 / -8.23
<S²>: 6.0798
Spin multiplicity: 5
Strongest force on any atom in eV Å⁻¹: 4.7

[4]
Below is a molecular structure, C4H5HgO5 in a non-equilibrium geometry, with properties calculated with ωB97M-V/def2-TZVPD.

Structure (XYZ):
```
15
Properties=species:S:1:pos:R:3:lowdin_spin:R:1
O 1.94604 0.64383 -1.21690 0.139
C 2.32527 -0.38152 -0.59158 0.031
C -0.23565 0.36163 0.35862 0.001
O 3.46689 -0.55259 -0.11481 0.142
O 1.40131 -1.31267 -0.24062 0.016
C 0.02670 -0.96779 -0.33708 0.002
Hg 4.07587 1.31939 -1.16019 0.665
H -0.36180 1.18474 -0.35453 0.001
H 0.46192 0.51930 1.18928 0.001
H -0.27897 -0.91670 -1.39051 0.001
H -0.52364 -1.77000 0.16924 0.000
O -3.64915 0.35053 1.27833 0.000
C -2.63707 0.61940 0.46832 0.000
O -1.55723 0.23911 1.08113 0.001
H -4.46050 0.66333 0.86131 0.000
```

Electronic energy in eV: -18638.22586
Highest occupied orbital energy (spin up / spin down) in eV: -8.93 / -8.93
<S²>: 0.7531
Spin multiplicity: 2
Strongest force on any atom in eV Å⁻¹: 2.5